(1)
Here is a single C4H6N2O molecule from the Open Molecules 2025 dataset. Energies are from the ωB97M-V functional and the def2-TZVPD basis.

Computed properties:
Relative energy (zero: lowest compared OMol25 entry of this formula, charge and spin) ... 66.7 kcal/mol
M ... 98.10 g/mol
F_max ... 0.78 eV Å⁻¹
HOMO ... -8.83 eV
Gap between HOMO and LUMO ... 9.546 eV
Charge ... 0
E ... -9270.6074 eV

Element x y z (Å)
C1 2.364 0.485 -0.251
O1 1.545 -0.389 0.519
C2 0.231 -0.313 0.339
C3 -0.634 -1.189 1.223
N1 -1.802 -0.830 0.738
C4 -1.770 0.145 -0.370
N2 -0.373 0.446 -0.509
H1 2.111 0.430 -1.313
H2 3.391 0.155 -0.084
H3 2.243 1.517 0.094
H4 -2.226 -0.267 -1.295
H5 -2.666 -1.193 1.119
H6 -2.416 1.004 -0.211


(2)
Here is a single C3H8N2S2 molecule from the Open Molecules 2025 dataset. Energies are from the ωB97M-V functional and the def2-TZVPD basis.

Computed properties:
Relative energy (zero: lowest compared OMol25 entry of this formula, charge and spin) ... 7.9 kcal/mol
M ... 136.25 g/mol
F_max ... 2.67 eV Å⁻¹
HOMO ... -8.71 eV
SMILES ... NCCSC(N)=S
Gap between HOMO and LUMO ... 9.075 eV
Charge ... 0
E ... -27891.3556 eV

Element x y z (Å)
N1 1.622 0.787 1.646
C1 2.040 1.410 0.293
C2 1.227 0.883 -0.889
S1 -0.575 1.032 -0.541
C3 -1.072 -0.605 -0.122
N2 -2.366 -0.594 0.253
S2 -0.180 -2.028 -0.099
H1 1.584 -0.238 1.496
H2 0.657 1.106 1.806
H3 3.093 1.243 0.140
H4 1.766 2.461 0.364
H5 1.383 -0.162 -1.126
H6 1.385 1.439 -1.759
H7 -2.974 0.073 -0.181
H8 -2.769 -1.457 0.530


(3)
Here is a molecular structure, C27H28LaN7O6S from the Open Molecules 2025 dataset. Energies are from the ωB97M-V functional and the def2-TZVPD basis.

Computed properties:
Relative energy (zero: lowest compared OMol25 entry of this formula, charge and spin) ... 9.6 kcal/mol
M ... 717.54 g/mol
F_max ... 2.67 eV Å⁻¹
HOMO ... -8.49 eV
Gap between HOMO and LUMO ... 7.485 eV
Charge ... 0
E ... -62868.2018 eV

Element x y z (Å)
La1 0.488 0.625 0.450
N1 -2.319 0.999 4.165
C1 -1.212 0.647 3.514
N2 -1.152 -0.109 2.475
C2 -2.304 -0.668 2.036
N3 -2.315 -1.539 1.064
N4 -1.121 -1.635 0.406
C3 -1.189 -2.477 -0.537
C4 -0.147 -2.524 -1.526
C5 -0.265 -3.423 -2.589
C6 0.566 -3.365 -3.672
C7 1.664 -2.555 -3.520
C8 1.754 -1.698 -2.428
N5 0.832 -1.620 -1.463
C9 -3.577 -0.459 2.699
C10 -4.707 -1.207 2.429
C11 -5.782 -1.150 3.274
C12 -5.847 -0.232 4.297
C13 -4.743 0.526 4.622
C14 -3.566 0.364 3.876
H1 -2.253 1.437 5.069
H2 -0.297 1.137 3.930
H3 -2.022 -3.175 -0.586
H4 -1.197 -4.012 -2.614
H5 0.408 -4.003 -4.493
H6 2.398 -2.515 -4.281
H7 2.587 -1.065 -2.275
H8 -4.651 -1.933 1.620
H9 -6.655 -1.757 3.085
H10 -6.717 -0.218 4.952
H11 -4.825 1.201 5.450
N6 2.384 -1.139 2.117
C15 2.886 -0.223 3.211
C16 1.875 0.853 3.523
O1 1.696 1.141 4.681
O2 1.270 1.473 2.540
H12 1.844 -1.850 2.500
H13 3.170 -1.556 1.615
H14 3.802 0.264 2.844
H15 2.987 -0.827 4.136
O3 1.660 1.672 -1.807
C17 2.827 1.283 -1.504
N7 3.147 0.790 -0.318
S1 4.675 0.271 -0.209
O4 5.576 1.208 0.386
O5 4.663 -1.079 0.244
C18 4.981 0.541 -1.905
C19 6.189 0.334 -2.558
C20 6.215 0.708 -3.893
C21 5.193 1.354 -4.497
C22 3.966 1.577 -3.823
C23 3.898 1.177 -2.520
H16 7.001 -0.148 -1.987
H17 7.062 0.460 -4.483
H18 5.296 1.702 -5.521
H19 3.090 2.007 -4.203
C24 -2.499 3.027 -1.732
C25 -2.502 1.682 -1.008
C26 -2.282 0.622 -2.100
C27 -3.809 1.618 -0.174
O6 -1.389 1.658 -0.166
H20 -3.267 2.924 -2.493
H21 -1.546 3.130 -2.226
H22 -2.763 3.883 -1.088
H23 -3.108 0.723 -2.825
H24 -2.293 -0.397 -1.694
H25 -1.309 0.768 -2.629
H26 -4.691 1.628 -0.787
H27 -3.867 2.435 0.530
H28 -3.864 0.706 0.390


(4)
Here is a molecular structure, C2HFFeO2 from the Open Molecules 2025 dataset. Energies are from the ωB97M-V functional and the def2-TZVPD basis.

Computed properties:
Relative energy (zero: lowest compared OMol25 entry of this formula, charge and spin) ... 110.7 kcal/mol
2S+1 ... 5
M ... 131.87 g/mol
F_max ... 5.85 eV Å⁻¹
HOMO (alpha / beta) ... -7.44 / -6.71 eV
Gap between HOMO and LUMO (alpha / beta) ... 6.081 / 6.044 eV
Charge ... 0
E ... -43279.1606 eV

Element x y z (Å)
C1 0.337 -0.322 -0.878
H1 1.433 -0.229 -0.818
F1 0.203 -1.618 -1.445
O1 -0.561 1.060 -0.533
C2 -0.086 0.882 0.641
O2 0.447 0.322 1.630
Fe1 -1.773 -0.093 1.403


(5)
Here is a single C4H5ClS molecule from the Open Molecules 2025 dataset. Energies are from the ωB97M-V functional and the def2-TZVPD basis.

Computed properties:
Relative energy (zero: lowest compared OMol25 entry of this formula, charge and spin) ... 62.7 kcal/mol
M ... 120.60 g/mol
F_max ... 6.02 eV Å⁻¹
HOMO ... -9.21 eV
SMILES ... SCC#CCCl
Gap between HOMO and LUMO ... 9.765 eV
Charge ... 0
E ... -27583.6349 eV

Element x y z (Å)
S1 -0.542 0.047 2.658
C1 -1.388 0.404 1.149
C2 -0.677 0.065 -0.080
C3 0.264 -0.315 -0.817
C4 1.173 -0.809 -1.797
Cl1 1.983 0.595 -2.522
H1 0.330 1.267 2.486
H2 -1.433 1.569 1.306
H3 -2.380 -0.064 1.270
H4 2.044 -1.282 -1.296
H5 0.625 -1.478 -2.357


(6)
Here is 2 unconnected molecules or ions with the total composition C38H39N4 from the Open Molecules 2025 dataset. Energies are from the ωB97M-V functional and the def2-TZVPD basis.

Computed properties:
Relative energy (zero: lowest compared OMol25 entry of this formula, charge and spin) ... 0.0 kcal/mol
M ... 551.76 g/mol
F_max ... 1.67 eV Å⁻¹
HOMO ... -9.98 eV
Gap between HOMO and LUMO ... 5.935 eV
Charge ... +1
E ... -45992.8709 eV

Element x y z (Å)
C1 1.249 6.044 0.185
N1 2.315 5.033 0.269
C2 3.439 5.381 1.058
C3 3.230 6.157 2.220
C4 4.294 6.447 3.076
C5 5.599 6.052 2.747
C6 5.826 5.336 1.566
C7 4.754 4.992 0.733
C8 1.968 3.704 0.016
C9 2.924 2.673 -0.168
C10 2.556 1.335 -0.186
C11 1.203 0.941 0.019
C12 0.810 -0.429 0.090
C13 -0.160 -0.897 1.025
C14 -0.955 -2.055 0.805
C15 -1.906 -2.473 1.723
C16 -2.010 -1.845 2.985
N2 -2.907 -2.314 3.965
C17 -4.347 -2.168 3.743
C18 -2.481 -2.639 5.274
C19 -2.973 -1.915 6.376
C20 -2.590 -2.281 7.667
C21 -1.781 -3.404 7.874
C22 -1.340 -4.161 6.780
C23 -1.637 -3.752 5.482
C24 -1.240 -0.682 3.224
C25 -0.363 -0.212 2.264
C26 0.245 1.990 0.162
C27 0.601 3.326 0.060
H1 0.618 5.856 -0.689
H2 0.622 6.026 1.088
H3 1.689 7.043 0.081
H4 2.220 6.497 2.471
H5 4.097 6.990 4.002
H6 6.434 6.303 3.405
H7 6.838 5.043 1.281
H8 4.947 4.437 -0.185
H9 3.970 2.925 -0.295
H10 3.322 0.567 -0.278
H11 1.441 -1.157 -0.408
H12 -0.837 -2.579 -0.140
H13 -2.569 -3.316 1.502
H14 -4.888 -2.940 4.307
H15 -4.696 -1.181 4.088
H16 -4.559 -2.273 2.673
H17 -3.638 -1.062 6.209
H18 -2.933 -1.685 8.517
H19 -1.496 -3.697 8.886
H20 -0.757 -5.068 6.933
H21 -1.285 -4.310 4.611
H22 -1.378 -0.145 4.170
H23 0.209 0.691 2.475
H24 -0.795 1.734 0.360
H25 -0.174 4.099 0.079
C28 -1.458 -0.060 -6.603
C29 -1.440 0.372 -5.134
C30 -0.895 -0.672 -4.217
C31 -0.677 -2.000 -4.665
N3 -1.028 -2.383 -5.932
C32 -1.850 -1.523 -6.763
C33 -1.057 -3.785 -6.300
C34 0.107 -4.549 -5.688
C35 0.211 -4.325 -4.177
C36 -0.102 -2.928 -3.764
C37 0.149 -2.503 -2.455
N4 -0.080 -1.257 -2.039
C38 -0.592 -0.361 -2.882
H26 -2.154 0.564 -7.169
H27 -0.458 0.084 -7.031
H28 -0.841 1.288 -5.037
H29 -2.460 0.637 -4.814
H30 -2.924 -1.667 -6.530
H31 -1.707 -1.845 -7.803
H32 -2.020 -4.242 -6.002
H33 -1.011 -3.833 -7.396
H34 -0.010 -5.615 -5.901
H35 1.037 -4.217 -6.166
H36 -0.466 -5.017 -3.653
H37 1.226 -4.583 -3.848
H38 0.543 -3.206 -1.715
H39 -0.774 0.645 -2.488